{
  "formula": "C2H8OS",
  "method": "ωB97M-V with the def2-TZVPD basis set",
  "elements": ["S", "O", "C", "C", "H", "H", "H", "H", "H", "H", "H", "H"],
  "positions_angstrom": [[-1.864, -0.174, -1.863], [1.170, 0.379, 0.593], [2.515, -0.029, 0.742], [-2.184, -0.107, -0.042], [1.006, 0.293, -0.348], [2.771, -1.066, 0.984], [-3.143, -0.534, 0.210], [-3.060, 0.267, -2.322], [-1.401, -0.688, 0.446], [3.066, 0.508, 1.523], [-1.923, 0.905, 0.251], [3.047, 0.245, -0.173]],
  "lowdin_charge": [0.5808, -0.1167, -0.1763, -0.4626, 0.0578, 0.0747, 0.0228, -0.1640, 0.0124, 0.0758, 0.0171, 0.0782],
  "spin_multiplicity": 1,
  "gap_ev": 9.92,
  "smiles": "CO.CS",
  "homo_energy_ha": -0.33408
}



{
  "formula": "C2H8OS2",
  "method": "ωB97M-V with the def2-TZVPD basis set",
  "elements": ["S", "S", "O", "C", "C", "H", "H", "H", "H", "H", "H", "H", "H"],
  "positions_angstrom": [[3.737, 1.285, -3.161], [1.876, 2.207, -1.629], [-3.196, -1.369, 3.797], [-3.203, -2.536, 2.940], [-4.646, -2.875, 2.651], [-2.617, -3.275, 3.496], [-4.603, -3.974, 2.695], [-2.608, -2.378, 2.034], [2.771, 1.289, -4.084], [-5.381, -2.442, 3.320], [2.956, 2.443, -0.882], [-5.022, -2.760, 1.634], [-2.265, -1.152, 3.932]],
  "lowdin_charge": [-0.1230, -0.1286, -0.1026, -0.3105, -0.0902, 0.1032, 0.0699, 0.1112, -0.3717, 0.0734, -0.3766, 0.0676, 0.0778],
  "spin_multiplicity": 2,
  "charge": -1,
  "gap_ev": [4.39, 5.60],
  "homo_energy_ha": [-0.06574, -0.11048]
}



{
  "formula": "C2H8OS2",
  "method": "ωB97M-V with the def2-TZVPD basis set",
  "elements": ["S", "S", "O", "C", "C", "H", "H", "H", "H", "H", "H", "H", "H"],
  "positions_angstrom": [[0.795, 0.087, 1.945], [0.202, 1.997, 1.386], [-1.330, -2.324, -1.867], [-0.248, -1.378, -1.843], [-0.298, -0.400, -3.005], [-0.759, 2.394, 2.242], [0.303, -0.654, -3.885], [-1.230, -0.575, -3.560], [-0.146, 0.637, -2.723], [-0.238, -0.823, -0.895], [0.605, -2.052, -1.861], [2.050, 0.311, 1.501], [-2.037, -1.933, -1.356]],
  "lowdin_charge": [0.2149, 0.2026, -0.0905, -0.3062, -0.0877, -0.2027, 0.0680, 0.0746, 0.0646, 0.0764, 0.1072, -0.1922, 0.0710],
  "spin_multiplicity": 1,
  "gap_ev": 9.02,
  "smiles": "CCO.SS",
  "homo_energy_ha": -0.32662
}



{
  "formula": "C2H8OS2",
  "method": "ωB97M-V with the def2-TZVPD basis set",
  "elements": ["S", "S", "O", "C", "C", "H", "H", "H", "H", "H", "H", "H", "H"],
  "positions_angstrom": [[0.831, -0.647, 1.499], [-0.095, 1.111, 1.395], [1.112, 1.393, -2.139], [-1.818, 0.377, 1.212], [0.837, -1.169, -0.114], [1.073, 1.503, -1.243], [-1.776, -0.480, 0.525], [1.197, -2.205, -0.329], [-2.278, -0.063, 2.077], [-2.361, 1.166, 0.837], [-0.047, -1.040, -0.674], [1.640, -0.606, -0.730], [1.685, 0.662, -2.316]],
  "lowdin_charge": [0.4428, 0.4486, -0.0191, -0.4008, -0.5826, -0.0685, 0.0240, 0.0635, 0.0322, -0.0122, 0.0125, 0.0432, 0.0165],
  "spin_multiplicity": 1,
  "gap_ev": 9.60,
  "smiles": "CSSC.O",
  "homo_energy_ha": -0.32591
}



{
  "formula": "C2H8P2S2",
  "method": "ωB97M-V with the def2-TZVPD basis set",
  "elements": ["S", "S", "P", "P", "C", "C", "H", "H", "H", "H", "H", "H", "H", "H"],
  "positions_angstrom": [[-1.346, 1.137, 3.791], [0.935, -1.775, -0.329], [0.526, 0.153, -1.086], [-0.766, -0.001, 2.330], [-0.684, 0.796, 0.700], [0.840, 0.012, -2.837], [0.663, 0.936, -3.296], [-0.462, 1.906, 1.040], [1.656, 0.779, -0.741], [0.342, -0.596, 2.625], [0.277, -0.827, -3.226], [-1.656, 0.962, 0.342], [1.296, -2.525, -1.466], [-1.621, -0.958, 2.154]],
  "lowdin_charge": [0.0892, 0.3632, 0.5213, 0.2158, -0.4896, -0.2960, -0.0563, 0.0567, -0.0595, -0.0849, -0.0356, -0.0204, -0.1310, -0.0729],
  "spin_multiplicity": 1,
  "gap_ev": 7.58,
  "smiles": "C=[P@H](S)C[PH2]=S",
  "homo_energy_ha": -0.30601
}



{
  "formula": "C2H8S2",
  "method": "ωB97M-V with the def2-TZVPD basis set",
  "elements": ["S", "S", "C", "C", "H", "H", "H", "H", "H", "H", "H", "H"],
  "positions_angstrom": [[-3.003, -0.816, 1.397], [0.009, 0.182, -1.867], [1.110, -0.321, 0.615], [1.333, 0.458, -0.712], [2.261, 0.158, -1.199], [-2.997, 0.407, 0.839], [2.042, -0.761, 0.939], [-0.689, 1.296, -1.546], [0.706, 0.351, 1.361], [0.386, -1.123, 0.496], [-2.644, -1.354, 0.218], [1.486, 1.525, -0.542]],
  "lowdin_charge": [0.5297, 1.1380, -0.0968, -0.5141, 0.0927, -0.2233, 0.0920, -0.0275, 0.0878, 0.0571, -0.2334, 0.0979],
  "spin_multiplicity": 2,
  "charge": 1,
  "gap_ev": [9.06, 3.79],
  "homo_energy_ha": [-0.48998, -0.48177]
}



{
  "formula": "C2H8S4",
  "method": "ωB97M-V with the def2-TZVPD basis set",
  "elements": ["S", "S", "S", "S", "C", "C", "H", "H", "H", "H", "H", "H", "H", "H"],
  "positions_angstrom": [[-0.808, 0.161, -1.872], [2.808, 2.053, 0.423], [-1.596, 1.820, -1.140], [1.290, 1.189, 1.525], [1.187, -0.711, 1.180], [-2.087, -1.064, -1.306], [-3.046, -0.539, -1.327], [3.828, 1.641, 1.152], [1.766, -1.239, 1.929], [-1.126, 1.832, 0.133], [-1.832, -1.364, -0.235], [1.470, -0.971, 0.093], [-1.970, -1.902, -1.977], [0.115, -0.905, 1.422]],
  "lowdin_charge": [0.4831, 0.4218, 0.4500, 0.4501, -0.3355, -0.3725, 0.0341, -0.1732, 0.0327, -0.1869, 0.0605, 0.0695, 0.0356, 0.0309],
  "spin_multiplicity": 2,
  "charge": 1,
  "gap_ev": [10.41, 3.74],
  "homo_energy_ha": [-0.51304, -0.46203]
}



{
  "formula": "C2H9BNO2",
  "method": "ωB97M-V with the def2-TZVPD basis set",
  "elements": ["O", "O", "N", "C", "C", "B", "H", "H", "H", "H", "H", "H", "H", "H", "H"],
  "positions_angstrom": [[1.276, -0.443, 0.389], [-0.543, 1.539, -0.154], [1.240, -2.929, 0.435], [-0.925, -1.553, -0.291], [-0.275, 2.865, 0.245], [0.594, -1.755, 0.195], [-0.985, -1.395, -1.369], [1.088, -3.557, -0.354], [-1.125, 3.480, -0.051], [-1.343, -0.664, 0.174], [-1.553, -2.405, -0.053], [0.625, 3.263, -0.240], [-0.152, 2.944, 1.331], [1.855, -0.376, -0.369], [0.222, 0.986, 0.113]],
  "lowdin_charge": [-0.0664, -0.1540, 0.0377, -0.0715, -0.1923, -0.8473, 0.0350, -0.0674, 0.0638, 0.0176, 0.0259, 0.0667, 0.0704, 0.0541, 0.0276],
  "spin_multiplicity": 1,
  "charge": -1,
  "gap_ev": 6.19,
  "homo_energy_ha": -0.09345
}



{
  "formula": "C2H9Cl2N2Si",
  "method": "ωB97M-V with the def2-TZVPD basis set",
  "elements": ["Cl", "Cl", "Si", "N", "N", "C", "C", "H", "H", "H", "H", "H", "H", "H", "H", "H"],
  "positions_angstrom": [[2.296, 1.323, -0.169], [0.455, 3.869, 1.091], [2.480, -0.461, -0.870], [-0.985, -0.431, -0.185], [1.252, -1.563, -0.723], [-1.219, 0.126, 1.074], [-1.918, -1.157, -0.634], [-0.468, -0.151, 1.715], [0.380, -1.013, -0.491], [1.089, -2.522, -0.787], [1.148, 4.933, 1.032], [-2.908, -1.272, -0.231], [-1.633, -1.483, -1.694], [-1.361, 1.219, 1.034], [3.570, -1.138, -1.603], [-2.178, -0.281, 1.441]],
  "lowdin_charge": [0.4865, 0.2744, 0.3525, -0.1531, -0.0632, -0.1201, 0.0189, 0.0605, -0.0552, 0.0457, -0.2314, 0.0928, 0.1174, 0.0921, -0.0125, 0.0947],
  "spin_multiplicity": 1,
  "charge": 1,
  "gap_ev": 9.54,
  "homo_energy_ha": -0.52330
}



{
  "formula": "C2H9ClNSi",
  "method": "ωB97M-V with the def2-TZVPD basis set",
  "elements": ["Cl", "Si", "N", "C", "C", "H", "H", "H", "H", "H", "H", "H", "H", "H"],
  "positions_angstrom": [[0.530, -0.544, -2.140], [-1.322, -0.950, -1.269], [1.516, 0.879, 0.303], [0.255, 1.124, 0.990], [-0.831, -1.147, 0.522], [0.043, -1.703, 0.816], [0.284, 1.149, 2.064], [-2.125, 0.237, -1.516], [-1.566, -1.061, 1.304], [2.104, 0.233, 0.843], [1.295, 0.419, -0.649], [-1.827, -2.178, -1.873], [-0.407, 1.800, 0.481], [2.052, 1.741, 0.125]],
  "lowdin_charge": [0.3569, 0.3011, 0.0591, 0.0163, -0.1341, 0.0111, 0.0795, -0.0483, 0.0119, 0.1683, -0.0229, -0.0480, 0.0765, 0.1726],
  "spin_multiplicity": 1,
  "charge": 1,
  "gap_ev": [9.25, 8.80],
  "homo_energy_ha": [-0.51623, -0.50273]
}